15
Properties=species:S:1:pos:R:3:mulliken_charge:R:1 method="wB97M-V/def2-TZVPD" relative_energy_kcal_mol=21.6 charge=0 e_homo_ha=-0.312 homo_lumo_gap_ev=7.71
C -2.769 0.704 0.000 -1.147
C -1.637 -0.290 0.033 0.661
C -0.157 0.157 0.025 0.367
C 0.774 -0.906 -0.027 -0.640
C 2.132 -0.842 -0.010 0.092
H -2.726 1.341 0.931 0.297
H -2.616 1.415 -0.826 0.315
H -3.698 0.140 -0.001 0.329
H 0.364 -1.876 -0.010 0.378
H 2.679 -1.816 -0.068 0.286
H 2.445 1.182 -0.021 0.068
H 3.900 0.232 -0.015 0.232
N 2.903 0.250 0.047 -0.273
O -1.837 -1.468 -0.029 -0.534
S 0.244 1.777 -0.029 -0.429

=====

51
Properties=species:S:1:pos:R:3:mulliken_charge:R:1 method="wB97M-V/def2-TZVPD" relative_energy_kcal_mol=19.4 charge=0 e_homo_ha="-0.399 / -0.387" homo_lumo_gap_ev="10.60 / 5.59" multiplicity=2
C 0.160 1.165 1.132 -1.061
N -1.150 0.759 1.470 -0.346
C 0.769 0.831 -0.350 1.149
C 1.889 1.747 -0.750 -0.900
C 1.563 3.077 -1.463 -1.143
N 1.193 -0.584 -0.423 0.107
C 0.034 -1.486 -0.511 -0.726
O -0.928 -1.104 -1.426 -0.334
H 0.274 2.252 1.113 0.501
H 0.939 0.804 1.854 0.162
H -1.821 1.404 1.069 0.305
H -1.322 -0.194 1.193 0.187
H -0.015 1.001 -1.089 -0.273
H 2.559 1.987 0.121 0.232
H 2.528 1.244 -1.492 0.493
H 0.717 3.580 -0.949 0.221
H 2.402 3.756 -1.629 0.409
H 1.219 2.883 -2.463 0.254
H 1.885 -0.843 -1.117 0.443
H -0.525 -1.516 0.468 0.029
H 0.309 -2.503 -0.686 0.647
H -2.974 -3.133 -2.338 0.318
H -2.290 -2.756 -0.962 0.292
O -2.971 -3.276 -1.391 -0.664
H 3.888 0.598 0.817 0.323
H 3.169 -0.615 1.381 0.334
O 3.512 0.252 1.638 -0.625
H -1.227 -0.186 3.223 0.345
H 0.126 -0.447 3.897 0.321
O -0.816 -0.618 3.997 -0.707
H -0.625 -1.964 -2.888 0.228
H -0.274 -1.410 -4.258 0.392
O -0.297 -2.244 -3.778 -0.744
H -3.350 0.512 -1.798 0.295
H -1.925 -0.105 -1.096 0.413
O -2.860 0.381 -0.981 -0.865
H -2.650 1.979 -0.952 0.394
H -1.819 3.258 -1.457 0.263
O -2.079 2.768 -0.674 -0.669
H -0.218 1.248 -3.547 0.307
H 0.771 0.020 -3.525 0.324
O 0.307 0.640 -4.092 -0.660
H -1.255 1.966 3.091 0.402
H -1.627 1.343 4.425 0.359
O -1.385 2.189 4.032 -0.717
H 2.372 -1.799 3.067 0.323
H 1.856 -2.673 1.974 0.328
O 2.686 -2.445 2.422 -0.674
H -0.116 -4.169 1.194 0.331
H -0.686 -3.509 2.371 0.325
O 0.075 -4.064 2.138 -0.647

=====

13
Properties=species:S:1:pos:R:3:mulliken_charge:R:1 method="wB97M-V/def2-TZVPD" relative_energy_kcal_mol=122.8 charge=+1 e_homo_ha=-0.606 homo_lumo_gap_ev=12.96
C -1.676 0.767 0.542 0.049
C -1.142 0.175 -0.752 -0.522
C 1.519 0.252 -0.188 -0.230
C 1.027 -0.998 0.365 -0.432
N -0.685 0.640 1.301 -0.416
N 0.116 0.023 0.072 0.518
H -2.548 1.355 0.967 0.391
H -1.591 -0.816 -0.806 0.282
H -1.125 0.541 -1.770 0.332
H 2.111 1.090 0.383 0.258
H 1.734 0.294 -1.291 0.251
H 1.027 -1.869 -0.231 0.265
H 1.234 -1.454 1.409 0.253

=====

25
Properties=species:S:1:pos:R:3:mulliken_charge:R:1 method="wB97M-V/def2-TZVPD" relative_energy_kcal_mol=7.1 charge=+1 e_homo_ha=-0.452 homo_lumo_gap_ev=8.67
N -1.548 -0.253 -4.412 -0.517
C -1.508 -1.490 -3.664 -0.405
N -0.149 -1.824 -3.162 -0.433
S 0.344 -0.989 -1.821 1.221
O 1.723 -1.118 -1.725 -0.565
O -0.322 -1.451 -0.658 -0.607
F -0.028 0.460 -2.087 -0.195
H -0.680 0.261 -4.399 0.244
H -2.325 0.327 -4.134 0.253
H -2.242 -1.488 -2.856 0.348
H -1.772 -2.301 -4.337 0.306
H -0.198 -2.782 -2.812 0.343
C 1.464 2.180 3.780 -0.987
C 0.309 1.886 2.887 0.503
O -0.721 2.463 2.836 -0.397
N 0.466 0.789 1.859 -0.068
C 0.240 -0.584 2.434 -0.823
H 1.089 2.595 4.711 0.339
H 2.036 1.279 4.003 0.348
H 2.118 2.904 3.289 0.329
H 1.396 0.836 1.437 0.390
H -0.263 0.991 1.170 0.319
H 0.973 -0.769 3.213 0.343
H 0.368 -1.292 1.620 0.334
H -0.771 -0.632 2.826 0.377

=====

29
Properties=species:S:1:pos:R:3:mulliken_charge:R:1 method="wB97M-V/def2-TZVPD" relative_energy_kcal_mol=1.4 charge=+1 e_homo_ha=-0.478 homo_lumo_gap_ev=10.46
C -1.779 -1.201 1.025 -1.739
C -2.574 1.617 0.144 -1.256
C 1.816 -0.858 -0.508 -0.426
C 0.670 -1.367 0.412 -1.625
C 2.747 0.057 0.286 -1.227
C -0.770 -0.922 -0.016 0.926
N 2.411 1.525 0.176 -0.279
N -1.288 -1.327 -1.429 -0.651
O -0.031 1.810 0.872 -0.776
O -0.467 1.574 -1.562 -0.560
P -0.883 1.114 -0.159 0.809
H -1.455 -0.701 1.975 0.440
H -1.988 -2.291 1.136 0.420
H -2.818 -0.815 0.842 0.383
H -2.776 1.432 1.165 0.413
H -2.912 2.633 -0.018 0.381
H -3.159 0.790 -0.323 0.368
H 1.431 -0.178 -1.220 0.370
H 2.418 -1.594 -1.010 0.480
H 0.724 -1.226 1.383 0.742
H 0.621 -2.469 0.392 0.585
H 3.730 -0.045 0.039 0.630
H 2.899 -0.165 1.293 0.474
H 2.748 1.728 -0.765 0.346
H 2.999 2.076 0.771 0.350
H 1.276 1.723 0.502 0.316
H -0.893 1.064 -2.390 0.445
H -2.195 -1.950 -1.289 0.328
H -0.503 -2.035 -1.726 0.334

=====

22
Properties=species:S:1:pos:R:3:mulliken_charge:R:1 method="wB97M-V/def2-TZVPD" relative_energy_kcal_mol=168.1 charge=0 e_homo_ha=-0.336 homo_lumo_gap_ev=9.87
C 2.251 -0.813 -0.463 -1.044
C 0.820 -1.082 0.129 0.741
C 0.953 -1.737 1.361 -0.896
C -0.798 0.660 -0.239 1.118
C -1.933 0.534 0.987 -1.154
C -1.163 1.025 -1.598 -1.068
C 0.230 1.672 0.315 -1.471
H 2.508 0.272 -0.230 0.286
H 2.430 -1.030 -1.444 0.357
H 2.983 -1.440 0.198 0.300
H 1.799 -2.297 1.805 0.279
H -0.140 -1.961 1.969 0.086
H -1.686 -0.119 1.944 0.259
H -2.715 0.056 0.334 0.370
H -2.260 1.583 1.219 0.351
H -2.224 1.524 -1.319 0.290
H -0.145 2.028 -2.033 0.242
H -1.430 -0.144 -2.247 0.229
H -0.399 2.506 0.393 0.549
H 1.171 1.412 -0.371 0.293
H 0.310 1.317 1.478 0.280
O -0.295 -0.658 -0.581 -0.398

=====

9
Properties=species:S:1:pos:R:3:mulliken_charge:R:1 method="wB97M-V/def2-TZVPD" relative_energy_kcal_mol=120.3 charge=0 e_homo_ha="-0.382 / -0.339" homo_lumo_gap_ev="9.89 / 8.03"
C 0.670 -0.475 -0.416 0.438
N -1.108 1.153 0.861 -0.419
N -0.217 -1.378 -0.091 -0.350
N 0.284 0.909 -0.006 0.528
O 1.778 -0.606 -0.874 -0.489
O 0.864 1.905 -0.356 -0.462
H -0.963 2.005 1.370 0.236
H -1.198 -1.205 -0.111 0.277
H -0.110 -2.309 -0.376 0.241

=====

85
Properties=species:S:1:pos:R:3:mulliken_charge:R:1 method="wB97M-V/def2-TZVPD" relative_energy_kcal_mol=0.0 charge=+1 e_homo_ha=-0.386 homo_lumo_gap_ev=7.35
Rh -0.078 0.190 0.123 -0.201
C -2.725 -0.856 2.120 -1.293
Si -1.826 -1.215 0.577 2.361
C -1.024 -2.873 0.619 -0.011
C -1.774 -4.039 0.855 -0.876
C -1.171 -5.283 0.843 -0.862
C 0.196 -5.395 0.597 -0.875
C 0.957 -4.261 0.392 -0.472
C 0.349 -3.005 0.429 0.122
P 1.332 -1.483 0.401 2.366
C 2.346 -1.640 1.901 0.795
C 3.468 -2.474 1.917 -0.448
C 4.219 -2.622 3.072 -0.865
C 3.852 -1.945 4.229 -0.604
C 2.727 -1.135 4.228 -0.926
C 1.979 -0.980 3.067 -0.418
C 2.441 -1.548 -1.006 0.175
C 3.703 -0.962 -0.953 -0.491
C 4.506 -0.947 -2.086 -0.768
C 4.043 -1.495 -3.274 -0.618
C 2.774 -2.058 -3.337 -0.704
C 1.970 -2.079 -2.207 -0.556
C -3.046 -1.180 -0.841 0.278
C -4.224 -1.944 -0.818 -0.974
C -5.118 -1.903 -1.879 -0.824
C -4.871 -1.082 -2.978 -0.802
C -3.728 -0.299 -3.011 -0.641
C -2.836 -0.357 -1.946 0.289
P -1.367 0.653 -1.760 1.363
C -1.817 2.059 -0.731 0.503
C -3.078 2.234 -0.148 -1.001
C -3.298 3.303 0.703 -0.701
C -2.272 4.205 0.993 -0.583
C -1.021 4.045 0.424 -0.649
C -0.789 2.972 -0.436 -0.814
C -0.881 1.219 -3.380 0.392
C -0.984 2.542 -3.791 -0.394
C -0.625 2.887 -5.090 -0.778
C -0.163 1.918 -5.968 -0.583
C -0.053 0.594 -5.553 -0.831
C -0.403 0.246 -4.260 -0.127
H -3.488 -1.637 2.228 0.329
H -2.074 -0.879 2.996 0.337
H -3.221 0.117 2.088 0.364
H -2.843 -3.982 1.026 0.260
H -1.763 -6.172 1.018 0.442
H 0.666 -6.370 0.586 0.456
H 2.023 -4.355 0.222 0.342
H 3.768 -3.011 1.024 0.356
H 5.090 -3.265 3.069 0.441
H 4.445 -2.050 5.129 0.411
H 2.428 -0.613 5.129 0.491
H 1.099 -0.353 3.080 0.153
H 4.065 -0.520 -0.032 0.501
H 5.492 -0.505 -2.039 0.448
H 4.672 -1.481 -4.156 0.416
H 2.413 -2.483 -4.265 0.489
H 0.984 -2.529 -2.258 0.518
H -4.448 -2.590 0.023 0.298
H -6.012 -2.513 -1.852 0.452
H -5.574 -1.049 -3.800 0.439
H -3.541 0.357 -3.854 0.540
H -3.878 1.534 -0.359 0.501
H -4.278 3.441 1.143 0.454
H -2.460 5.035 1.663 0.460
H -0.221 4.741 0.643 0.434
H 0.186 2.869 -0.904 0.698
H -1.358 3.303 -3.117 0.395
H -0.712 3.916 -5.414 0.440
H 0.115 2.192 -6.977 0.407
H 0.308 -0.163 -6.237 0.438
H -0.314 -0.785 -3.936 0.443
O 1.782 2.315 1.450 -0.454
B 0.709 1.471 1.535 0.716
O -0.070 1.656 2.671 -0.285
C 0.564 2.722 3.325 0.625
C 0.205 3.329 4.501 -1.033
C 1.030 4.376 4.931 -0.635
C 2.143 4.770 4.197 -0.555
C 2.485 4.134 2.998 -1.285
C 1.662 3.112 2.605 0.874
H -0.668 3.016 5.057 0.533
H 0.795 4.885 5.856 0.441
H 2.758 5.582 4.559 0.425
H 3.346 4.428 2.413 0.527

=====

7
Properties=species:S:1:pos:R:3:mulliken_charge:R:1 method="wB97M-V/def2-TZVPD" relative_energy_kcal_mol=45.2 charge=0 e_homo_ha=-0.355 homo_lumo_gap_ev=10.05
C -0.726 -0.058 0.490 -0.316
C 0.367 0.096 -0.423 -0.196
O -0.256 1.158 0.037 -0.326
I 2.453 -0.264 0.002 0.012
H -1.666 -0.415 -0.058 0.253
H -0.264 -0.467 1.465 0.247
H 0.092 -0.050 -1.514 0.325

=====

116
Properties=species:S:1:pos:R:3:mulliken_charge:R:1 method="wB97M-V/def2-TZVPD" charge=0 e_homo_ha="-0.305 / -0.305" homo_lumo_gap_ev="8.76 / 8.76" multiplicity=2
O 0.056 0.307 -0.655 -0.847
V 0.856 -0.330 0.545 0.296
C 3.271 1.928 0.434 -0.525
O 2.402 2.014 -0.678 0.239
O 2.514 1.099 1.300 -0.763
C 4.651 1.355 -0.032 0.673
F 5.205 2.073 -0.992 -0.315
F 5.444 1.435 1.021 -0.299
F 4.754 0.077 -0.492 -0.047
C 2.331 3.124 -1.587 -0.626
C 1.029 2.950 -2.320 -0.571
H 1.024 2.090 -2.991 0.096
H 0.170 2.864 -1.655 -0.094
H 0.771 3.858 -2.864 0.524
H 3.228 3.250 -2.193 0.216
H 2.188 4.020 -0.982 0.372
H 3.437 2.950 0.774 0.332
C -0.229 -3.221 1.256 -0.074
O 1.048 -2.645 1.717 0.164
O -0.648 -2.175 0.415 -0.579
C -0.197 -4.731 0.803 0.354
F 0.596 -4.985 -0.196 -0.114
F -0.036 -5.526 1.820 -0.301
F -1.424 -5.121 0.464 -0.330
C 1.754 -3.304 2.835 -0.583
C 2.749 -2.188 3.348 -0.815
H 3.564 -2.004 2.648 0.057
H 2.185 -1.260 3.445 -0.006
H 3.235 -2.534 4.260 0.529
H 2.424 -4.141 2.639 0.327
H 1.092 -3.732 3.588 0.397
H -0.871 -3.310 2.132 0.064
C -3.740 -1.755 -3.135 -1.545
C -3.658 -0.338 -2.630 1.314
C -2.488 0.422 -3.259 0.494
O -3.177 1.551 -3.815 -0.438
C -4.486 1.369 -3.876 0.526
O -5.290 2.006 -4.510 -0.624
O -4.839 0.343 -3.110 -0.411
H -3.713 -1.836 -4.222 0.431
H -4.648 -2.220 -2.751 0.393
H -2.953 -2.361 -2.688 0.236
H -3.621 -0.402 -1.543 -0.351
H -2.168 -0.137 -4.139 0.493
H -1.632 0.577 -2.602 -0.478
C -3.914 5.763 -2.035 -1.454
C -4.079 4.952 -0.752 0.355
C -5.170 3.861 -0.824 -0.546
O -4.367 2.693 -0.768 -0.390
C -3.128 2.933 -0.591 0.106
O -2.276 2.112 -0.433 0.251
O -2.941 4.246 -0.520 -0.394
H -3.036 6.408 -2.019 0.341
H -4.843 6.328 -2.118 0.424
H -3.957 5.136 -2.926 0.315
H -4.379 5.561 0.100 0.337
H -5.658 3.934 -1.795 0.301
H -5.836 3.914 0.037 0.300
O -0.503 0.363 2.137 -0.002
P -1.174 0.939 3.330 -0.207
N -0.781 0.115 4.754 0.537
C -0.966 0.755 6.133 -1.179
C -0.540 -1.338 4.773 -0.547
N -2.904 0.769 3.262 0.650
C -3.565 -0.108 2.294 -0.691
C -3.735 1.513 4.224 -1.165
N -0.983 2.665 3.525 0.296
C -1.612 3.594 2.576 -0.777
C 0.273 3.121 4.105 -0.909
H -0.043 0.538 6.670 0.327
H -1.785 0.291 6.683 0.265
H -1.164 1.827 6.164 0.448
H -0.358 -1.738 3.776 -0.357
H -1.463 -1.848 5.048 0.327
H 0.269 -1.541 5.476 0.382
H -4.466 -0.500 2.767 0.414
H -3.590 0.441 1.353 0.101
H -3.012 -0.993 1.980 -0.041
H -3.161 2.112 4.931 0.333
H -4.472 2.124 3.703 0.310
H -4.232 0.740 4.810 0.381
H -1.017 3.676 1.666 0.282
H -2.611 3.326 2.233 0.038
H -1.645 4.584 3.031 0.481
H 0.343 2.856 5.160 0.248
H 0.452 4.196 4.091 0.422
H 1.109 2.598 3.640 0.216
O 2.120 -1.352 -0.909 2.257
P 2.735 -2.117 -1.960 -1.230
N 3.708 -1.211 -2.984 0.790
C 4.889 -1.809 -3.644 -1.141
C 3.111 0.007 -3.526 -1.088
N 1.656 -2.864 -3.008 0.540
C 0.296 -2.382 -3.203 -0.638
C 2.128 -3.729 -4.086 -1.250
N 3.733 -3.326 -1.284 0.686
C 4.881 -2.983 -0.462 -0.840
C 3.336 -4.762 -1.179 -1.513
H 5.201 -2.663 -3.043 0.419
H 5.745 -1.137 -3.713 0.328
H 4.627 -2.238 -4.611 0.273
H 2.970 0.634 -2.645 0.126
H 2.144 -0.186 -3.991 0.183
H 3.814 0.619 -4.091 0.387
H 0.330 -1.412 -3.699 0.236
H -0.355 -2.998 -3.822 0.454
H -0.232 -2.227 -2.262 -0.220
H 2.111 -3.172 -5.023 0.266
H 3.102 -4.130 -3.804 0.395
H 1.469 -4.596 -4.119 0.362
H 4.586 -2.828 0.576 -0.104
H 5.588 -3.806 -0.358 0.433
H 5.442 -2.172 -0.927 0.370
H 3.362 -5.147 -0.160 0.394
H 3.966 -5.424 -1.773 0.313
H 2.297 -4.912 -1.473 0.494

=====

30
Properties=species:S:1:pos:R:3:mulliken_charge:R:1 method="wB97M-V/def2-TZVPD" relative_energy_kcal_mol=37.8 charge=0 e_homo_ha="-0.287 / -0.287" homo_lumo_gap_ev="7.43 / 7.46" multiplicity=4
Nd -0.226 0.652 0.989 1.233
O 6.134 0.031 2.696 -0.473
C 4.810 -0.262 2.705 0.732
O 4.275 -0.594 3.723 -0.507
C 4.064 -0.191 1.443 0.352
C 4.465 -0.081 0.108 -0.744
N 3.321 -0.070 -0.626 -0.036
N 2.225 -0.207 0.143 -0.386
C 2.685 -0.270 1.384 0.425
C 1.527 -0.229 2.320 0.735
O 1.213 0.866 2.843 -0.627
O 0.636 -1.125 2.103 -0.624
H 6.385 0.367 1.826 0.289
H 5.441 -0.023 -0.358 0.383
H 3.218 0.048 -1.618 0.180
I 1.046 3.121 -0.115 -0.476
F -1.995 -5.127 -1.822 -0.332
C -2.111 -3.868 -1.339 0.466
C -1.886 -3.644 -0.007 -0.758
C -2.024 -2.342 0.474 -0.032
C -2.391 -1.268 -0.348 0.601
C -2.527 0.115 0.198 -1.724
C -2.583 -1.561 -1.709 -0.459
C -2.456 -2.854 -2.207 -0.574
H -1.611 -4.472 0.642 0.420
H -1.850 -2.168 1.530 0.388
H -3.232 0.132 1.029 0.369
H -2.924 0.802 -0.548 0.442
H -2.849 -0.757 -2.388 0.322
H -2.624 -3.081 -3.254 0.415

=====

19
Properties=species:S:1:pos:R:3:mulliken_charge:R:1 method="wB97M-V/def2-TZVPD" relative_energy_kcal_mol=26.1 charge=0 e_homo_ha=-0.276 homo_lumo_gap_ev=8.55
C -1.337 2.195 0.041 -1.299
C -0.238 1.176 0.355 0.743
C 0.786 1.233 1.329 -0.947
N 1.404 0.018 1.257 0.026
C 0.827 -0.805 0.236 -0.017
C -0.232 -0.106 -0.276 0.875
C -1.143 -0.639 -1.272 -1.444
C 1.345 -2.135 -0.088 -1.475
H -1.653 2.282 -1.076 0.292
H -1.024 3.187 0.308 0.351
H -2.372 1.958 0.436 0.272
H 1.104 1.871 2.100 0.441
H 2.138 -0.366 1.817 0.182
H -1.842 0.110 -1.447 0.391
H -0.608 -0.918 -2.117 0.339
H -1.581 -1.607 -0.887 0.263
H 0.638 -2.821 -0.508 0.366
H 1.907 -2.618 0.762 0.308
H 1.880 -2.016 -0.971 0.334